No. 1
ORCA calculation (wB97M-V/def2-TZVPD) on C15H12N2O7S in the gas phase in a non-equilibrium geometry.

```
37
Properties=species:S:1:pos:R:3:forces:R:3:mulliken_charge:R:1
O -1.43876 -0.13806 -2.21609 -0.8661 -1.0490 0.8826 -0.64
O 1.75042 1.30455 0.20565 -3.5728 0.6465 0.1142 -0.65
O -0.18764 2.43738 -0.84446 -0.7424 -0.1314 0.1790 -0.70
O 0.39949 -4.06818 -5.29720 -1.6589 1.0221 -0.2801 -0.59
O -0.03503 5.49996 3.65555 0.8380 0.6996 -0.7870 -0.58
O -1.31941 -2.29335 -4.51383 -1.4478 1.9513 1.2191 -0.73
O 0.41436 4.62214 1.07736 -0.9475 -1.2224 0.7880 -0.60
C -0.88473 -1.06815 -1.63081 -0.8721 5.7526 0.3372 0.19
C 1.44902 -4.09872 -3.24428 1.7344 -0.6381 2.5481 -0.54
C -0.77247 3.36854 4.31318 0.8659 -2.2272 -2.6580 -0.63
C 1.53392 -3.64656 -1.85394 1.4007 -0.7294 -0.8178 -0.91
C -0.95656 1.96678 4.06532 0.1493 1.5528 0.8615 -0.87
C 0.45045 -3.62106 -4.02134 1.3242 -0.0810 -0.2587 0.09
C -0.25857 4.20654 3.33523 -0.5887 -0.1795 0.4308 0.23
C -0.37071 -2.59234 -3.56281 -1.0225 -0.1497 -1.3246 0.71
C -0.04146 3.72265 2.05252 0.9965 -0.1291 -1.1584 0.85
C -0.18115 -2.05256 -2.32299 1.2973 -2.5400 1.3636 0.81
C 0.77005 -2.57435 -1.40798 -0.1338 -2.0648 -2.2963 0.04
C -0.64502 1.45650 2.84201 1.4189 1.9606 -3.4245 0.34
C -0.14464 2.34454 1.85241 -0.5416 0.7852 -0.2687 -0.25
N -0.46899 -0.99652 -0.25492 0.7675 -0.2466 1.6473 0.03
N -0.59007 0.15349 0.64607 -0.1855 0.8491 -0.1766 -0.03
C 0.66177 -1.93570 -0.08096 -0.5992 -1.5938 0.9967 -0.42
C -0.66847 0.10510 2.24220 -1.8631 -1.5745 -0.4751 -0.58
S 0.27648 1.63456 0.24478 3.8342 -2.2198 1.7700 1.15
H -0.35408 -3.53255 -5.64224 0.5841 -0.7384 -0.5037 0.39
H 0.55358 5.90306 2.96911 -0.8323 -0.4146 0.6622 0.35
H -1.97960 -1.58372 -4.20292 1.6689 -1.3287 -0.4235 0.35
H 0.04843 4.28323 0.23717 0.4144 0.2883 0.0036 0.38
H 2.20683 -4.83858 -3.70900 -1.4960 1.2357 1.0999 0.30
H -0.86345 3.79049 5.24178 -0.5483 0.7120 2.2793 0.48
H 2.31000 -4.14863 -1.21493 -0.8912 0.6977 -0.5767 0.33
H -1.24482 1.34210 4.88926 -0.3148 -0.2382 0.1559 0.43
H 1.58532 -1.43998 0.08589 0.7120 0.8625 0.6557 0.34
H 0.53116 -2.78754 0.70757 -0.1083 1.7845 -1.0182 0.24
H -1.64327 -0.29258 2.60355 0.5474 -0.4514 -0.9939 0.34
H 0.10760 -0.43250 2.75409 0.6790 -0.8528 -0.5530 0.32
```
Positions in Å, forces in eV/Å.

- orbital gap (eV) = 8.939
- relative energy (zero: lowest compared OMol25 entry of this formula, charge and spin) (kcal per mole) = 4.5
- molar mass (g/mol) = 364.335
- SMILES = O=C1c2c(ccc(O)c2O)CN1N1Cc2ccc(O)c(O)c2S1(=O)=O
- HOMO energy (eV) = -8.7
- net charge = 0

***

No. 2
ORCA calculation (wB97M-V/def2-TZVPD) on a molecular structure, C58H53Cl2FN4O11PSeZr in a non-equilibrium geometry.

```
132
Properties=species:S:1:pos:R:3:forces:R:3:mulliken_charge:R:1
Zr -1.39139 -1.23340 0.31219 0.9054 -1.9351 0.7326 -1.94
O -2.92441 -3.72436 -2.85626 -0.1045 0.0223 0.2230 -0.78
C -2.13825 -2.92396 -2.38181 0.3783 -0.4933 -1.3807 -0.12
O -2.24815 -2.35913 -1.23781 -0.5228 0.2400 -0.0871 0.08
C -0.81859 -2.64136 -3.15784 -0.5469 -0.2288 0.3415 -0.06
C 0.28533 -3.32982 -2.33791 -0.0537 -0.5670 -0.5143 -0.20
C 1.60384 -3.40252 -3.12844 -0.1561 -0.1345 0.1958 -0.98
C 2.06404 -1.93579 -3.07162 -0.0620 0.1096 0.2514 -0.63
C 0.93169 -1.30922 -2.24265 0.5448 0.6615 -0.4598 0.12
O 0.56143 -2.35103 -1.33828 0.1826 -0.1227 -0.0117 0.18
C -0.33258 -1.17566 -3.10366 -0.1370 0.3491 0.5976 0.22
C -1.38088 -0.31713 -2.37621 -0.0894 0.0128 -2.7420 -1.00
O -2.39894 0.01262 -2.95924 0.3834 -0.1097 0.2251 -0.72
O -1.07562 0.02420 -1.17537 0.0452 0.9976 0.2556 1.23
H -0.92627 -3.03120 -4.17046 0.0183 -0.0126 0.1561 0.54
H -0.02640 -4.27438 -1.89390 0.0373 0.1371 0.0334 0.12
H 1.46054 -3.77510 -4.14033 -0.0576 -0.0565 -0.0290 0.36
H 2.30632 -4.05506 -2.60923 0.0047 -0.0391 -0.0515 0.31
H 2.15644 -1.47191 -4.05243 -0.0020 0.0414 -0.0238 0.39
H 3.01355 -1.83928 -2.54614 0.0258 0.0361 -0.0220 0.36
H 1.20416 -0.40899 -1.69040 -0.0161 -0.1675 -0.0936 -0.23
H -0.15696 -0.76084 -4.09873 -0.0539 0.0161 0.1536 0.76
C -1.20092 -8.19068 -1.25723 -0.0590 -0.0463 -0.0280 -0.68
C -0.00651 -7.51121 -1.08096 0.1191 -0.1212 -0.0509 -0.88
C 0.01414 -6.29688 -0.42197 -0.0183 0.0934 0.0789 -0.47
C -1.16056 -5.74748 0.09331 -0.0122 0.2564 -0.6399 0.78
C -2.35495 -6.43745 -0.09552 0.0285 0.1617 0.1346 -0.75
C -2.37453 -7.64862 -0.76226 0.0026 -0.1179 -0.0238 -0.69
P -1.13577 -4.04508 0.77883 0.2821 -0.9316 1.5765 3.70
C -2.52703 -4.20662 1.97037 -0.1617 -0.0911 -0.2750 0.60
C -3.77301 -3.82238 1.47439 0.1518 -0.2391 0.0152 -0.42
C -4.87491 -3.80890 2.30940 -0.1385 -0.0564 0.1111 -0.92
C -4.74690 -4.19008 3.63657 -0.1316 0.0678 -0.0567 -0.88
C -3.51621 -4.59555 4.12446 0.0921 -0.0062 0.1340 -0.64
C -2.40644 -4.59972 3.29732 0.0763 -0.0108 -0.1053 -0.66
C 0.36427 -4.12351 1.82826 -0.0569 -0.1155 -0.1172 -0.92
C 0.80060 -5.26526 2.45948 -0.1754 0.1691 -0.1514 0.05
C 1.96842 -5.24704 3.23516 0.1636 -0.0230 0.1180 -1.07
C 2.67911 -4.08790 3.37845 -0.0402 -0.1100 0.0601 -0.83
C 2.26738 -2.90005 2.74120 -0.3300 0.0250 -0.1853 1.14
C 2.97954 -1.69281 2.89623 0.1508 0.3203 -0.0599 -1.08
C 2.56784 -0.56707 2.24001 0.3207 -0.1887 0.2140 -1.30
C 1.41997 -0.59467 1.42983 -0.3215 -0.1963 -0.3181 0.04
C 0.64567 -1.72783 1.25732 0.6835 0.5386 0.3618 1.76
C 1.09498 -2.90624 1.93095 0.1010 -0.0422 -0.0175 -0.20
H -1.21984 -9.13310 -1.78624 0.0185 -0.0625 -0.0230 0.37
H 0.91330 -7.92877 -1.46606 0.0741 -0.0148 -0.0280 0.42
H 0.94866 -5.76453 -0.29488 0.0535 -0.0270 -0.0144 0.53
H -3.27507 -6.02083 0.28423 -0.0909 0.0001 -0.0166 0.33
H -3.31321 -8.16524 -0.90186 -0.0641 -0.0329 -0.0104 0.44
H -3.86249 -3.51802 0.43751 -0.0445 0.0543 0.0470 0.44
H -5.83207 -3.48105 1.93123 -0.0839 0.0211 -0.0464 0.45
H -5.60299 -4.15851 4.29481 -0.0927 -0.0113 0.0388 0.38
H -3.41229 -4.89052 5.16084 -0.0102 -0.0171 0.0374 0.43
H -1.43957 -4.87769 3.69340 0.0475 -0.0218 0.0150 0.35
H 0.24879 -6.19070 2.35642 -0.0343 -0.0324 -0.0254 0.60
H 2.30030 -6.15667 3.71692 0.0248 -0.0406 0.0624 0.40
H 3.56822 -4.06163 3.99519 0.0967 -0.0226 0.0192 0.43
H 3.84975 -1.67291 3.53869 0.0983 -0.0202 0.0467 0.37
H 3.12004 0.35807 2.35497 0.0274 0.0559 0.0063 0.54
H 1.12904 0.33276 0.94076 0.1080 -0.1080 0.2091 -0.25
Cl -3.06421 2.70591 6.49165 -0.0880 0.1316 0.3497 -0.27
C -2.56102 2.04614 4.97264 0.0706 -0.3454 -0.0444 0.08
C -2.56852 2.88065 3.84631 0.1841 -0.3799 -0.1474 -0.63
C -2.16090 2.37954 2.64199 0.1612 -0.2614 0.1512 0.94
Cl -2.23309 3.36175 1.25222 -0.0767 0.4617 -0.2534 -0.19
C -1.73630 1.02115 2.45440 -0.1162 0.2015 1.4276 -0.92
O -1.27560 0.62079 1.34028 -0.2183 0.1267 -0.4411 0.81
C -1.83257 0.19038 3.62423 0.0499 0.7010 -0.7764 0.95
C -1.64776 -1.21019 3.48737 0.1406 -0.5320 -0.1777 -0.60
O -1.50833 -1.82462 2.41719 -0.3473 0.4609 1.8457 0.71
C -2.20900 0.72924 4.87277 -0.1131 0.0830 -0.2208 -1.20
H -2.91705 3.90021 3.92206 0.0271 0.0289 -0.0058 0.53
H -1.63614 -1.79008 4.42887 -0.0646 -0.0616 -0.2516 0.02
H -2.26518 0.07651 5.73195 0.0179 -0.0266 0.1043 0.48
C 3.57515 4.85936 1.70563 -0.1177 0.1408 0.0995 -0.71
C 2.24124 5.35215 2.25893 -0.0087 -0.1673 -0.0792 -0.88
C 1.01110 4.63758 1.69512 0.0905 0.2948 -0.0540 0.62
C 0.53754 5.14200 0.32920 -0.4443 -0.1812 0.5897 -0.68
N 1.45566 4.83568 -0.73447 0.2688 -0.4693 -0.3830 0.64
C 1.64496 3.57590 -1.22368 -0.0165 -0.0690 -0.1142 -0.24
Se 0.64758 2.11638 -0.83289 0.3574 0.3567 -0.1152 -0.79
N 2.64320 3.64721 -2.16429 -0.3889 0.2116 0.4499 0.32
C 3.24000 2.49288 -2.77908 0.2257 -0.6479 -0.0613 -1.48
C 4.19586 1.76772 -1.82306 -0.0074 0.2862 0.0711 0.36
C 5.39670 2.60083 -1.37555 -0.0192 -0.1764 -0.1977 -0.15
C 6.40427 2.87069 -2.48785 -0.0966 0.0167 0.2402 -1.33
C 3.02716 4.95649 -2.31874 -0.0614 0.7403 0.2086 0.83
C 3.92067 5.57688 -3.17489 -0.0075 -0.1038 -0.0286 -0.51
C 4.04808 6.95506 -3.09334 0.0735 0.0106 -0.0633 -0.79
C 3.31468 7.69627 -2.17745 -0.0100 0.0651 0.0425 -0.81
C 2.41509 7.08797 -1.31595 -0.0344 -0.1106 0.0509 -0.75
C 2.26728 5.71302 -1.40133 0.5627 0.2902 -0.5470 0.60
H 4.39463 5.32746 2.24979 0.1332 -0.0201 -0.0287 0.47
H 3.68744 5.10629 0.65365 0.0899 -0.0121 -0.1264 0.02
H 3.66001 3.78072 1.81701 0.0367 -0.1576 -0.0060 0.09
H 2.15338 6.42464 2.07120 -0.0298 0.1396 0.1167 0.27
H 2.25040 5.20925 3.34215 -0.0204 0.0856 0.0133 0.42
H 0.17744 4.76768 2.38697 -0.0794 -0.0407 -0.0289 0.50
H 1.20277 3.56638 1.62178 -0.0952 -0.0867 0.0241 -0.43
H 0.38757 6.22277 0.35315 -0.0037 -0.0314 -0.0741 0.51
H -0.41133 4.65466 0.09305 0.1263 0.1708 -0.0739 -0.46
H 3.75399 2.80811 -3.68867 -0.0817 0.0523 0.0052 0.64
H 2.43268 1.80453 -3.04671 0.0403 0.1361 -0.0716 0.15
H 4.54496 0.85581 -2.31161 -0.0211 -0.0915 -0.0267 0.58
H 3.61937 1.47394 -0.94269 -0.0600 -0.1043 -0.0747 -0.31
H 5.90209 2.06291 -0.57013 -0.0405 0.0673 0.0703 0.52
H 5.04696 3.54970 -0.96325 0.0121 0.0267 0.1163 -0.15
H 6.75650 1.94155 -2.93123 0.0484 -0.1148 -0.0572 0.34
H 7.26286 3.40670 -2.09066 0.1355 0.0726 -0.0487 0.41
H 5.97058 3.47940 -3.27473 -0.0086 0.0795 -0.1695 0.19
H 4.49088 5.02276 -3.90350 0.0351 -0.0993 -0.0419 0.35
H 4.72688 7.46071 -3.76379 0.0687 0.0320 -0.0403 0.41
H 3.44044 8.76792 -2.13846 0.0038 0.0824 0.0057 0.40
H 1.84742 7.67655 -0.61317 -0.0918 0.0235 0.0911 0.39
F -1.99072 3.80989 -2.03689 -0.1735 0.0863 -0.0561 -0.15
C -3.19271 3.19463 -2.06474 0.1351 -0.3412 0.2283 -0.12
C -3.35910 2.01141 -1.43264 0.5436 0.9657 -0.3554 0.86
N -4.54889 1.36367 -1.42910 -0.5409 -0.0369 0.0142 0.13
C -4.65565 0.05396 -0.82368 0.2989 -0.5280 0.3013 -0.59
C -4.00523 0.01082 0.58745 -1.7990 1.7504 -0.4806 0.39
O -4.15361 0.95625 1.34947 -0.1581 -0.4452 -0.3517 -0.70
O -3.38946 -1.06848 0.84964 0.2408 -0.7937 0.4185 -0.50
C -5.65018 1.88287 -2.07058 0.1756 0.0835 0.0690 0.37
O -6.73442 1.34301 -2.09980 -0.4156 -0.2361 -0.0073 -0.71
N -5.43662 3.09330 -2.69186 -0.2255 0.0853 -0.1712 0.00
C -4.26100 3.83054 -2.79984 0.0123 -0.2483 0.2161 -0.17
O -4.23913 4.86188 -3.43979 0.1755 0.1978 -0.0358 -0.71
H -2.53116 1.54013 -0.91232 -0.2232 0.2602 -0.0867 -0.11
H -4.16871 -0.69917 -1.45982 -0.2354 0.2217 0.1032 -0.03
H -5.72346 -0.17128 -0.73171 0.2610 -0.0377 0.0198 0.54
H -6.24203 3.47039 -3.17717 0.1587 -0.0830 0.0890 0.26
```
Positions in Å, forces in eV/Å.

- orbital gap (eV) = 7.213
- relative energy (zero: lowest compared OMol25 entry of this formula, charge and spin) (kcal per mole) = 27.7
- molar mass (g/mol) = 1273.141
- HOMO energy (eV) = -5.4
- net charge = -1